# C6H12O3

A structure of composition C6H12O3 at a distorted geometry (ωB97M-V/def2-TZVPD, the Open Molecules 2025 dataset).

The geometry in XYZ format:
```
21
C6H12O3 (ωB97M-V/def2-TZVPD)
C 0.3480 1.2793 -0.0579
C -0.9118 0.8756 0.4409
C -0.5048 -1.9059 0.5297
C 1.2188 2.2195 0.7337
C -0.7332 -2.3446 -0.9043
C 1.3818 -0.4113 0.1772
O 0.3478 1.4796 -1.4424
O -2.0031 0.8389 -0.4151
O 2.3097 -0.5380 0.8509
H 1.2477 1.4196 -1.7824
H -1.6601 0.9196 -1.3168
H -0.6873 -0.5610 0.6221
H -1.1981 1.2247 1.4281
H 0.3062 -2.4441 1.0137
H -1.3981 -2.0722 1.1391
H 0.9255 3.2530 0.5373
H 1.1228 2.0232 1.8012
H 2.2705 2.1006 0.4625
H -1.4866 -1.7155 -1.3784
H 0.1822 -2.2595 -1.4901
H -1.0779 -3.3816 -0.9491
```

Its HOMO-LUMO gap is 0.29384 hartree. Its total energy is -12554.91070 eV. For the HOMO energy, the calculation gives -7.6 eV. The energy relative to the best compared isomer or geometry (same formula, charge and spin) comes out at 4.938 eV.

Atom charges from the Löwdin analysis, given in e for atoms 1 to 4: C -0.48; C -0.22; C -0.19; C -0.04